{
  "formula": "C31H50BiP2",
  "method": "ωB97M-V with the def2-TZVPD basis set",
  "spin_multiplicity": 1,
  "total_energy_ha": -2108.070748,
  "total_charge": 1,
  "de_lowest_kj_mol": 226.8,
  "max_force_ev_per_a": 4.91,
  "homo_ev": [-7.11, -7.11],
  "symbols": ["Bi", "C", "C", "C", "C", "C", "C", "H", "H", "H", "C", "H", "H", "H", "C", "H", "H", "H", "C", "H", "H", "H", "C", "H", "H", "H", "C", "C", "C", "C", "C", "C", "C", "C", "H", "H", "H", "H", "H", "H", "H", "H", "H", "H", "H", "H", "P", "P", "C", "C", "H", "H", "H", "H", "C", "H", "H", "H", "C", "H", "H", "H", "C", "H", "H", "H", "C", "H", "H", "H", "C", "C", "C", "C", "C", "C", "C", "H", "H", "H", "H", "H", "H", "H"],
  "positions_angstrom": [[0.65469, 0.02926, 0.45993], [2.19570, 3.57839, 1.22601], [0.82649, 3.90639, 1.40274], [1.56108, 2.88695, 3.32997], [2.65287, 2.94989, 2.42141], [0.43526, 3.48234, 2.69870], [3.02695, 3.80500, 0.01782], [2.39476, 4.03948, -0.84921], [3.62755, 2.90929, -0.21494], [3.72776, 4.64584, 0.16674], [4.02129, 2.44529, 2.68153], [4.61962, 2.46079, 1.75626], [4.00235, 1.41090, 3.07009], [4.53373, 3.07308, 3.43281], [1.60742, 2.29117, 4.68388], [2.28415, 2.86327, 5.33972], [1.96955, 1.24890, 4.65220], [0.60611, 2.29834, 5.13549], [-0.90423, 3.62889, 3.30646], [-0.92848, 4.48671, 3.99766], [-1.17566, 2.73384, 3.88348], [-1.67005, 3.79458, 2.53890], [-0.04760, 4.56415, 0.40642], [-0.10661, 5.64682, 0.58584], [-1.06563, 4.16656, 0.45933], [0.32987, 4.41343, -0.60915], [-0.81234, -2.01158, -4.35693], [-0.64994, -0.77327, -4.84999], [-1.69640, -0.06026, -5.65416], [-3.14853, -0.18208, -5.11558], [-3.29732, -0.26399, -3.62718], [-3.44742, -1.44579, -2.98725], [-3.17279, -2.79779, -3.59854], [-2.01239, -2.86020, -4.62870], [-1.73320, -0.40373, -6.70829], [-3.63135, -1.05451, -5.58875], [-1.41064, 1.00827, -5.69872], [-2.40656, -2.63907, -5.63763], [0.01792, -2.52922, -3.86534], [0.32352, -0.27365, -4.82280], [-1.67007, -3.90791, -4.66996], [-2.95984, -3.50383, -2.76653], [-3.87564, -1.47667, -1.98610], [-4.06158, -3.20437, -4.11947], [-3.70537, 0.68984, -5.49744], [-3.43394, 0.69364, -3.10292], [0.42151, -0.63275, -1.94119], [-1.73827, -0.80557, 0.96693], [-0.98887, -1.77637, -1.61207], [-1.78939, -2.08739, -0.30206], [-0.69597, -2.75398, -2.02564], [-1.70418, -1.31306, -2.31538], [-2.86398, -2.23394, -0.52999], [-1.42342, -3.04196, 0.11773], [-2.08688, -1.58057, 2.55719], [-2.23394, -0.77397, 3.28983], [-1.25122, -2.22079, 2.87619], [-3.00606, -2.17783, 2.45801], [-2.95451, 0.51801, 0.72196], [-3.96572, 0.10403, 0.63078], [-2.72824, 1.12154, -0.16107], [-2.90375, 1.16070, 1.60784], [1.85866, -1.36204, -2.77748], [2.69965, -0.66334, -2.63837], [1.71563, -1.50639, -3.85392], [2.08949, -2.32851, -2.30985], [-0.07845, 1.01654, -2.60773], [-0.75087, 1.55149, -1.92025], [-0.60517, 0.95627, -3.57505], [0.83780, 1.60692, -2.76137], [2.16830, -1.64392, 1.35742], [2.14740, -2.24534, 2.71178], [2.92713, -1.69232, 3.75672], [3.00571, -2.29482, 5.01194], [2.28552, -3.47032, 5.26777], [1.50019, -4.03831, 4.25441], [1.40931, -3.41717, 3.00703], [3.00965, -0.95474, 1.24500], [2.07936, -2.37642, 0.55610], [3.48762, -0.78035, 3.54193], [3.64195, -1.86047, 5.78754], [2.35405, -3.95089, 6.24601], [0.96038, -4.97729, 4.44442], [0.77454, -3.83804, 2.21907]],
  "mulliken_charge": [0.783, 0.439, 0.465, 0.348, 0.558, 0.432, -1.567, 0.355, 0.307, 0.273, -1.094, 0.345, 0.036, 0.315, -1.296, 0.310, 0.098, 0.398, -1.523, 0.255, 0.311, 0.352, -1.613, 0.264, 0.319, 0.333, -0.448, -0.667, -1.189, -0.804, -0.284, -0.646, -0.712, -1.524, 0.408, 0.267, 0.356, 0.369, 1.032, 0.997, 0.419, 0.308, 0.958, 0.462, 0.443, 0.465, 0.531, 0.678, 0.772, -1.262, 0.746, -1.424, 0.603, 0.274, -1.095, 0.430, 0.250, 0.436, -1.198, 0.433, 0.215, 0.421, -1.369, 0.438, 0.511, 0.443, -0.689, 0.273, -0.141, 0.484, -1.635, 0.507, -0.067, -0.711, -0.320, -0.772, -0.144, 0.639, 0.521, 0.266, 0.403, 0.373, 0.371, 0.390]
}



{
  "formula": "C31H50BrCdN5P2",
  "method": "ωB97M-V with the def2-TZVPD basis set",
  "spin_multiplicity": 1,
  "total_energy_ha": -4908.869704,
  "total_charge": 2,
  "de_lowest_kj_mol": 66.6,
  "max_force_ev_per_a": 2.89,
  "homo_ev": -13.89,
  "symbols": ["C", "C", "C", "C", "N", "C", "C", "C", "C", "C", "C", "C", "C", "C", "Cd", "P", "H", "H", "H", "H", "H", "H", "H", "H", "C", "C", "H", "H", "H", "H", "H", "C", "C", "H", "H", "H", "H", "H", "C", "C", "H", "H", "H", "H", "H", "Br", "P", "C", "C", "H", "H", "H", "H", "H", "C", "C", "H", "H", "H", "H", "H", "C", "C", "H", "H", "H", "H", "H", "C", "N", "C", "N", "C", "N", "C", "N", "C", "C", "H", "H", "H", "H", "H", "H", "H", "H", "H", "H", "H", "H"],
  "positions_angstrom": [[-4.92747, 1.63960, -0.33351], [-4.64269, 0.28224, -0.07233], [-5.02411, -0.69473, -1.01198], [-5.76994, -0.28325, -2.11979], [-6.04834, 1.00072, -2.34164], [-5.68051, 1.94130, -1.47217], [-3.94439, -0.11859, 1.10638], [-3.56943, -0.47175, 2.23230], [-2.37624, -0.67595, 2.99454], [-1.21706, -0.30708, 2.29195], [0.04172, -0.65270, 2.76164], [0.13399, -1.31132, 3.97376], [-0.97791, -1.51976, 4.79278], [-2.25793, -1.21203, 4.28204], [1.05411, -0.11632, 0.36081], [-0.03925, 0.57919, -1.85133], [-4.74023, -1.73359, -0.87001], [-4.57334, 2.41888, 0.33641], [-6.12027, -1.02989, -2.83485], [-5.96337, 2.97732, -1.66960], [-3.15745, -1.38075, 4.87775], [-1.35209, 0.20261, 1.33931], [-0.85347, -1.92333, 5.79771], [1.00364, -0.44068, 2.25940], [1.15056, 0.82861, -3.24171], [0.67966, 0.75343, -4.69087], [1.95280, 0.08737, -3.08090], [1.60194, 1.81776, -3.06360], [1.55789, 0.84779, -5.34264], [0.20013, -0.19769, -4.94516], [0.00514, 1.57338, -4.96449], [-1.34380, -0.59145, -2.42531], [-2.28102, -0.11481, -3.52968], [-1.93275, -0.83419, -1.52429], [-0.82851, -1.51760, -2.72768], [-2.97255, -0.92950, -3.77446], [-2.89911, 0.73777, -3.22287], [-1.75708, 0.14874, -4.45543], [-0.99686, 2.14400, -1.68935], [-1.18111, 2.98236, -2.94954], [-0.51134, 2.74595, -0.90274], [-1.98147, 1.84363, -1.29520], [-1.71798, 3.89905, -2.67659], [-0.23499, 3.28584, -3.41341], [-1.78884, 2.47840, -3.70985], [1.97573, -1.83191, 4.38411], [1.38643, -2.76313, -0.30876], [1.15043, -3.29567, -2.06422], [2.04654, -4.40456, -2.60853], [1.31367, -2.37459, -2.65163], [0.09216, -3.56952, -2.19299], [1.87647, -4.48865, -3.69027], [3.10990, -4.18531, -2.45414], [1.82110, -5.38834, -2.17571], [3.01675, -3.38970, 0.26995], [3.12163, -4.83347, 0.75129], [3.29496, -2.71294, 1.09630], [3.73132, -3.20815, -0.54687], [4.14107, -5.00911, 1.12172], [2.43618, -5.05064, 1.57910], [2.94843, -5.56401, -0.04866], [0.08236, -3.67572, 0.62351], [-0.23923, -5.09479, 0.16093], [-0.82239, -3.05080, 0.52907], [0.36599, -3.65583, 1.68811], [-1.02910, -5.49940, 0.80585], [-0.61764, -5.11864, -0.86785], [0.61704, -5.77556, 0.23563], [1.16723, 2.50590, 2.00897], [2.17715, 1.77147, 1.16665], [3.41326, 1.53652, 2.00056], [3.96047, 2.80056, 2.55567], [2.91002, 3.45894, 3.36536], [1.70999, 3.76096, 2.55871], [2.11456, 4.64265, 1.44707], [3.11830, 3.98670, 0.58478], [2.57852, 2.71730, 0.06104], [4.29731, 3.69489, 1.42338], [0.85944, 1.86472, 2.84733], [0.30168, 2.75281, 1.37173], [4.18443, 1.08459, 1.36202], [3.17463, 0.86509, 2.83650], [3.30456, 4.40748, 3.75441], [2.62724, 2.78741, 4.18719], [1.23104, 4.89147, 0.84486], [2.56688, 5.54679, 1.87704], [3.34774, 2.22991, -0.55330], [1.69056, 2.93604, -0.55258], [4.67313, 4.64573, 1.82198], [5.06140, 3.20792, 0.80296]],
  "mulliken_charge": [-0.298, 0.395, -0.254, -0.570, -0.534, -0.472, -0.823, 0.093, 0.055, 1.102, -0.779, -0.787, -0.412, -0.662, 2.396, -0.235, 0.498, 0.520, 0.415, 0.388, 0.504, 0.417, 0.488, 0.453, -0.518, -1.530, 0.601, 0.531, 0.460, 0.326, 0.287, 0.351, -1.393, 0.116, 0.226, 0.469, 0.137, 0.228, 0.406, -1.609, 0.119, 0.024, 0.474, 0.327, 0.317, -0.142, 0.429, -0.386, -1.398, 0.228, 0.387, 0.444, 0.284, 0.276, -0.549, -1.333, 0.360, 0.480, 0.436, 0.302, 0.239, -0.487, -1.307, 0.357, 0.393, 0.421, 0.313, 0.260, -0.803, 0.374, -0.721, 0.040, -0.686, 0.177, -0.689, 0.142, -0.815, -0.749, 0.259, 0.151, 0.342, 0.156, 0.362, 0.338, 0.321, 0.377, 0.229, 0.222, 0.363, 0.353]
}